i | {"formula": "C2H3N3O", "method": "ωB97M-V/def2-TZVPD", "charge": 0, "lumo_ev": [-1.250, -1.253], "homo_ha": [-0.37356, -0.37359], "species": ["N", "C", "N", "O", "C", "N", "H", "H", "H"], "coordinates": [[-0.903, -0.240, 1.471], [-0.428, 0.214, 0.262], [-0.541, 1.378, -0.307], [0.953, 1.155, -1.585], [1.112, -0.071, -1.284], [0.373, -0.685, -0.410], [-0.798, -1.241, 1.595], [-1.681, 0.180, 1.958], [1.913, -0.691, -1.700]], "lowdin_charge": [0.1489, -0.5472, 0.2876, 0.0222, -0.3394, 0.0859, 0.1035, 0.1024, 0.1360]}

=====

ii | {"formula": "C2H3N3O", "method": "ωB97M-V/def2-TZVPD", "charge": 0, "lumo_ev": 0.648, "homo_ha": -0.30865, "species": ["N", "C", "C", "N", "N", "O", "H", "H", "H"], "coordinates": [[-1.352, 0.082, 0.190], [-0.178, -0.411, -0.256], [1.119, 0.012, -0.136], [1.516, 1.035, 0.530], [2.045, 1.883, 1.066], [-0.260, -1.544, -0.963], [-2.224, -0.381, -0.017], [-1.381, 0.950, 0.698], [0.714, -1.626, -1.114]], "lowdin_charge": [0.1743, -0.4728, -0.0870, -0.1798, 0.1794, 0.0537, 0.1154, 0.1119, 0.1049]}

=====

iii | {"formula": "C2H3N3O", "method": "ωB97M-V/def2-TZVPD", "charge": 0, "lumo_ev": 0.794, "homo_ha": -0.33740, "species": ["O", "C", "N", "N", "N", "C", "H", "H", "H"], "coordinates": [[0.103, 0.543, 2.138], [0.050, 0.164, 0.860], [-0.435, 0.924, -0.083], [-0.177, 0.273, -1.242], [0.298, -0.992, -0.850], [0.567, -1.125, 0.434], [-0.223, 1.449, 2.187], [-0.970, 0.280, -1.887], [0.793, -1.529, -1.536]], "lowdin_charge": [0.0620, -0.4700, 0.0862, -0.0408, -0.0340, 0.0156, 0.1118, 0.1427, 0.1265]}

=====

Most stable of them? ii.

=====

i | {"formula": "C2H3N3O", "method": "ωB97M-V/def2-TZVPD", "charge": 0, "lumo_ev": 0.169, "homo_ha": -0.35771, "species": ["C", "C", "H", "H", "H", "N", "N", "N", "O"], "coordinates": [[-0.193, 1.146, 0.013], [-1.241, -0.654, -0.222], [2.126, -0.931, 0.414], [0.195, 2.141, 0.143], [-2.027, -1.303, 0.054], [0.654, 0.072, -0.020], [-1.423, 0.613, -0.137], [0.012, -1.167, 0.007], [1.898, 0.083, -0.253]], "lowdin_charge": [-0.0694, -0.2789, 0.2935, 0.1264, 0.0907, -0.3412, 0.0537, 0.1271, -0.0019]}

=====

ii | {"formula": "C2H3N3O", "method": "ωB97M-V/def2-TZVPD", "charge": 0, "lumo_ev": -0.190, "homo_ha": -0.33533, "species": ["C", "C", "H", "H", "H", "N", "N", "N", "O"], "coordinates": [[0.051, 1.190, -0.047], [1.378, 0.615, -0.022], [-2.391, -0.840, 0.710], [-0.305, 2.258, 0.137], [2.372, 0.939, 0.470], [-0.546, 0.023, 0.085], [1.341, -0.783, -0.095], [0.171, -1.139, 0.033], [-1.877, 0.013, -0.133]], "lowdin_charge": [-0.0245, -0.1452, 0.3075, 0.1527, 0.1125, -0.3184, -0.0377, 0.0248, -0.0718]}

=====

iii | {"formula": "C2H3N3O", "method": "ωB97M-V/def2-TZVPD", "charge": 0, "lumo_ev": 0.661, "homo_ha": -0.32748, "species": ["O", "C", "N", "N", "C", "N", "H", "H", "H"], "coordinates": [[1.618, -1.188, -0.217], [0.834, 1.064, -0.410], [-0.321, 1.629, -0.059], [-1.199, 0.624, 0.248], [-0.654, -0.574, 0.108], [0.585, -0.298, -0.282], [2.365, -0.558, -0.286], [-2.085, 0.832, 0.683], [-1.143, -1.531, 0.216]], "lowdin_charge": [0.0215, -0.1355, -0.0100, -0.0061, -0.0659, -0.2017, 0.1019, 0.1503, 0.1454]}

=====

iv | {"formula": "C2H3N3O", "method": "ωB97M-V/def2-TZVPD", "charge": 0, "lumo_ev": -0.560, "homo_ha": -0.32463, "species": ["N", "C", "N", "C", "N", "O", "H", "H", "H"], "coordinates": [[-1.495, 1.091, 0.011], [-1.338, -0.213, -0.148], [-0.275, -0.609, -0.812], [0.849, -1.036, -0.407], [1.055, -1.031, 1.027], [2.045, -0.443, 1.387], [-0.817, 1.787, -0.292], [-2.336, 1.441, 0.441], [1.620, -1.413, -1.077]], "lowdin_charge": [0.0709, -0.1904, 0.0362, -0.1891, -0.0303, -0.0072, 0.1073, 0.0875, 0.1151]}

=====

Most stable of them? iii.

=====

i | {"formula": "C2H3N3O", "method": "ωB97M-V/def2-TZVPD", "charge": 0, "lumo_ev": 0.583, "homo_ha": -0.33340, "species": ["N", "C", "C", "N", "N", "O", "H", "H", "H"], "coordinates": [[1.495, 0.025, 0.616], [0.137, 0.141, 0.539], [-0.459, -0.149, -0.772], [-1.755, -0.006, -0.818], [-2.875, 0.137, -0.785], [-0.543, 0.479, 1.496], [1.893, 0.158, 1.532], [2.075, -0.338, -0.121], [0.032, -0.446, -1.687]], "lowdin_charge": [0.1433, -0.5766, -0.0724, -0.0960, 0.2626, 0.0287, 0.1075, 0.0963, 0.1067]}

=====

ii | {"formula": "C2H3N3O", "method": "ωB97M-V/def2-TZVPD", "charge": 0, "lumo_ev": [-0.090, -0.089], "homo_ha": [-0.33638, -0.33640], "species": ["O", "C", "N", "N", "C", "N", "H", "H", "H"], "coordinates": [[2.456, 0.357, 0.085], [1.242, 0.253, 0.593], [0.192, 0.835, 0.389], [-1.038, 0.956, 0.176], [-1.343, -1.678, -0.400], [-0.323, -2.217, -0.440], [2.450, 0.853, -0.753], [-1.371, 1.767, 0.709], [-2.265, -1.127, -0.358]], "lowdin_charge": [0.0584, -0.1712, -0.0953, 0.0429, -0.1237, 0.0591, 0.1227, 0.0654, 0.0417]}

=====

Most stable of them? i.

=====

i | {"formula": "C2H3N3O", "method": "ωB97M-V/def2-TZVPD", "charge": 0, "lumo_ev": 0.581, "homo_ha": -0.32449, "species": ["N", "C", "C", "N", "N", "O", "H", "H", "H"], "coordinates": [[0.066, -1.316, -0.794], [0.618, -0.131, -0.418], [-0.380, 0.849, 0.158], [-0.462, 1.094, 1.426], [-0.599, 1.309, 2.535], [1.784, 0.147, -0.614], [0.645, -1.982, -1.283], [-0.867, -1.576, -0.521], [-0.804, 1.606, -0.488]], "lowdin_charge": [0.1542, -0.5444, -0.0781, -0.1238, 0.2081, 0.0582, 0.1106, 0.1000, 0.1151]}

=====

ii | {"formula": "C2H3N3O", "method": "ωB97M-V/def2-TZVPD", "charge": 0, "lumo_ev": 0.851, "homo_ha": -0.34974, "species": ["O", "N", "C", "N", "C", "N", "H", "H", "H"], "coordinates": [[-0.766, -0.897, -1.574], [-0.470, -0.122, -0.470], [-0.776, -0.407, 0.925], [0.149, 0.276, 1.477], [1.040, 0.778, 0.581], [0.722, 0.454, -0.614], [-0.173, -0.372, -2.319], [-1.777, -0.855, 1.277], [2.050, 1.144, 0.717]], "lowdin_charge": [-0.0417, -0.2147, -0.0765, 0.0312, -0.2249, 0.0706, 0.1909, 0.1550, 0.1101]}

=====

Most stable of them? i.

=====

i | {"formula": "C2H3N3O", "method": "ωB97M-V/def2-TZVPD", "charge": 0, "lumo_ev": 0.767, "homo_ha": -0.36737, "species": ["O", "N", "C", "C", "N", "N", "H", "H", "H"], "coordinates": [[2.013, -0.103, -0.025], [0.660, -0.129, -0.020], [-0.208, 0.914, -0.063], [-1.392, 0.241, 0.030], [-1.189, -1.065, -0.034], [0.070, -1.294, -0.052], [2.312, -1.081, 0.176], [0.177, 1.939, -0.036], [-2.443, 0.578, 0.024]], "lowdin_charge": [0.0291, -0.2454, -0.0230, -0.1829, -0.0150, 0.0225, 0.1787, 0.1277, 0.1084]}

=====

ii | {"formula": "C2H3N3O", "method": "ωB97M-V/def2-TZVPD", "charge": 0, "lumo_ev": -0.343, "homo_ha": -0.31812, "species": ["N", "C", "C", "N", "N", "O", "H", "H", "H"], "coordinates": [[0.346, -1.899, -1.009], [0.341, -0.766, -0.562], [-0.055, 0.333, 0.065], [0.546, 1.604, 0.119], [-1.165, 0.104, 0.938], [-1.568, -1.038, 1.027], [0.871, -2.559, -0.423], [-0.055, 2.234, 0.646], [0.739, 1.987, -0.800]], "lowdin_charge": [0.1880, -0.0960, -0.3752, 0.0643, -0.0060, -0.0389, 0.0976, 0.0827, 0.0834]}

=====

Most stable of them? i.

=====

i | {"formula": "C2H3N3O", "method": "ωB97M-V/def2-TZVPD", "charge": 0, "lumo_ev": 0.328, "homo_ha": -0.34026, "species": ["O", "C", "C", "N", "N", "N", "H", "H", "H"], "coordinates": [[1.249, -0.198, 1.323], [0.293, -0.102, 0.395], [-1.032, -0.469, 0.457], [-1.634, -0.139, -0.712], [-0.776, 0.380, -1.527], [0.408, 0.343, -0.804], [2.115, 0.023, 0.951], [-1.554, -0.940, 1.274], [0.932, 1.102, -1.356]], "lowdin_charge": [0.1083, -0.4261, -0.0915, -0.0236, -0.0178, 0.0231, 0.1243, 0.1035, 0.1996]}

=====

ii | {"formula": "C2H3N3O", "method": "ωB97M-V/def2-TZVPD", "charge": 0, "lumo_ev": 0.601, "homo_ha": -0.32455, "species": ["N", "C", "C", "N", "N", "O", "H", "H", "H"], "coordinates": [[-1.512, -0.037, 0.071], [-0.325, -0.690, -0.034], [0.818, 0.198, -0.478], [1.639, 0.682, 0.395], [2.344, 1.144, 1.161], [-0.200, -1.881, 0.171], [-2.336, -0.566, 0.314], [-1.585, 0.952, -0.096], [1.157, 0.198, -1.505]], "lowdin_charge": [0.1560, -0.5457, -0.0789, -0.1241, 0.2096, 0.0585, 0.1109, 0.1000, 0.1136]}

=====

Most stable of them? ii.

=====

i | {"formula": "C2H3N3O", "method": "ωB97M-V/def2-TZVPD", "charge": 0, "lumo_ev": [-2.858, -3.785], "homo_ha": [-0.38847, -0.37147], "species": ["C", "C", "N", "N", "N", "O", "H", "H", "H"], "coordinates": [[0.663, 0.586, -0.918], [-0.558, -0.989, -0.108], [0.017, 0.172, -1.917], [-0.739, -0.812, -1.431], [0.228, -0.017, 0.231], [0.584, 0.431, 2.291], [1.182, 1.500, -1.060], [-1.104, -1.604, 0.601], [-0.273, 0.734, 2.311]], "lowdin_charge": [-0.2203, -0.1859, 0.0163, 0.0389, 0.1218, 0.0265, 0.1121, 0.1318, -0.0412]}

=====

ii | {"formula": "C2H3N3O", "method": "ωB97M-V/def2-TZVPD", "charge": 0, "lumo_ev": 0.766, "homo_ha": -0.31594, "species": ["C", "N", "N", "C", "N", "O", "H", "H", "H"], "coordinates": [[-1.426, -0.049, -0.012], [-0.859, 1.092, -0.222], [0.571, 0.823, 0.129], [1.161, -0.282, -0.142], [0.563, -1.367, -0.122], [-0.867, -1.319, 0.053], [-2.506, -0.360, 0.063], [1.009, 1.702, 0.247], [2.354, -0.241, 0.007]], "lowdin_charge": [-0.1988, 0.1068, -0.0173, -0.3139, 0.0494, -0.0708, 0.1461, 0.1148, 0.1835]}

=====

Most stable of them? ii.